No. 1
This record from OMol25 describes a single C18H26N2O4S molecule. The level of theory is ωB97M-V/def2-TZVPD.

Geometry (Å):
C1 -7.311 -0.870 0.055
C2 -6.309 -1.718 0.831
O1 -5.153 -2.024 0.072
C3 -4.195 -1.089 -0.121
C4 -4.171 0.182 0.457
C5 -3.117 1.038 0.193
C6 -2.093 0.641 -0.642
S1 -0.752 1.778 -0.939
O2 0.164 1.174 -1.874
O3 -1.283 3.068 -1.273
N1 -0.120 1.888 0.613
C7 0.525 3.142 0.939
C8 1.936 3.222 0.359
C9 2.758 2.025 0.833
C10 2.056 0.723 0.424
C11 2.829 -0.468 0.972
O4 2.668 -0.876 2.110
N2 3.725 -1.034 0.144
C12 3.989 -0.699 -1.244
C13 5.150 -1.616 -1.634
C14 4.940 -2.836 -0.740
C15 4.483 -2.201 0.568
C16 0.637 0.721 1.003
C17 -2.102 -0.615 -1.223
C18 -3.146 -1.476 -0.964
H1 -7.594 -1.381 -0.861
H2 -6.885 0.095 -0.209
H3 -8.200 -0.710 0.659
H4 -6.035 -1.238 1.778
H5 -6.746 -2.695 1.056
H6 -4.960 0.512 1.113
H7 -3.081 2.025 0.625
H8 -0.108 3.932 0.532
H9 0.554 3.227 2.031
H10 1.864 3.210 -0.731
H11 2.409 4.156 0.667
H12 3.762 2.063 0.405
H13 2.853 2.047 1.921
H14 1.977 0.678 -0.663
H15 4.248 0.356 -1.356
H16 3.107 -0.905 -1.862
H17 5.142 -1.858 -2.694
H18 6.101 -1.139 -1.392
H19 5.841 -3.432 -0.620
H20 4.151 -3.468 -1.147
H21 3.850 -2.845 1.180
H22 5.338 -1.885 1.177
H23 0.087 -0.155 0.652
H24 0.689 0.681 2.095
H25 -1.290 -0.892 -1.876
H26 -3.182 -2.462 -1.400

HOMO level ... -8.811 eV
Calculated total energy ... -1510.16437 a.u.
LUMO level ... 0.739 eV

***

No. 2
This record from OMol25 describes a single C18H26N2O5S2 molecule. The level of theory is ωB97M-V/def2-TZVPD.

Geometry (Å):
O1 1.784 1.232 -2.240
S1 1.509 0.600 -0.986
O2 2.208 -0.594 -0.623
N1 1.771 1.683 0.222
C1 1.282 3.035 0.112
C2 2.409 4.061 0.317
C3 3.413 3.958 -0.801
C4 3.269 4.657 -1.919
C5 4.179 4.556 -3.103
C6 5.473 3.825 -2.760
C7 5.151 2.580 -1.943
C8 4.543 2.989 -0.605
C9 -0.256 0.269 -0.901
C10 -1.107 0.716 -1.893
C11 -2.470 0.471 -1.792
C12 -2.964 -0.223 -0.698
C13 -2.094 -0.662 0.284
S2 -2.736 -1.583 1.681
O3 -1.724 -1.603 2.699
O4 -4.033 -1.074 2.017
N2 -2.947 -3.074 0.947
C14 -4.112 -3.833 1.364
C15 -3.820 -4.590 2.661
O5 -2.686 -5.417 2.517
C16 -1.540 -4.661 2.190
C17 -1.747 -3.888 0.883
C18 -0.737 -0.421 0.195
H1 1.847 1.286 1.141
H2 0.898 3.134 -0.905
H3 0.465 3.214 0.823
H4 1.960 5.055 0.335
H5 2.890 3.876 1.279
H6 2.432 5.335 -2.029
H7 4.396 5.556 -3.489
H8 3.649 4.012 -3.891
H9 6.004 3.558 -3.676
H10 6.121 4.483 -2.175
H11 4.426 1.967 -2.481
H12 6.052 1.985 -1.779
H13 4.173 2.104 -0.084
H14 5.307 3.455 0.028
H15 -0.684 1.244 -2.733
H16 -3.141 0.818 -2.562
H17 -4.017 -0.423 -0.580
H18 -4.927 -3.125 1.506
H19 -4.358 -4.535 0.561
H20 -4.647 -5.251 2.925
H21 -3.656 -3.860 3.468
H22 -0.722 -5.376 2.092
H23 -1.316 -3.946 2.994
H24 -0.899 -3.232 0.689
H25 -1.865 -4.586 0.048
H26 -0.070 -0.766 0.969

HOMO level ... -8.764 eV
Calculated total energy ... -1983.53776 a.u.
LUMO level ... 0.197 eV

***

Copy entry 1 word for word.
This record from OMol25 describes a single C18H26N2O4S molecule. The level of theory is ωB97M-V/def2-TZVPD.

Geometry (Å):
C1 -7.311 -0.870 0.055
C2 -6.309 -1.718 0.831
O1 -5.153 -2.024 0.072
C3 -4.195 -1.089 -0.121
C4 -4.171 0.182 0.457
C5 -3.117 1.038 0.193
C6 -2.093 0.641 -0.642
S1 -0.752 1.778 -0.939
O2 0.164 1.174 -1.874
O3 -1.283 3.068 -1.273
N1 -0.120 1.888 0.613
C7 0.525 3.142 0.939
C8 1.936 3.222 0.359
C9 2.758 2.025 0.833
C10 2.056 0.723 0.424
C11 2.829 -0.468 0.972
O4 2.668 -0.876 2.110
N2 3.725 -1.034 0.144
C12 3.989 -0.699 -1.244
C13 5.150 -1.616 -1.634
C14 4.940 -2.836 -0.740
C15 4.483 -2.201 0.568
C16 0.637 0.721 1.003
C17 -2.102 -0.615 -1.223
C18 -3.146 -1.476 -0.964
H1 -7.594 -1.381 -0.861
H2 -6.885 0.095 -0.209
H3 -8.200 -0.710 0.659
H4 -6.035 -1.238 1.778
H5 -6.746 -2.695 1.056
H6 -4.960 0.512 1.113
H7 -3.081 2.025 0.625
H8 -0.108 3.932 0.532
H9 0.554 3.227 2.031
H10 1.864 3.210 -0.731
H11 2.409 4.156 0.667
H12 3.762 2.063 0.405
H13 2.853 2.047 1.921
H14 1.977 0.678 -0.663
H15 4.248 0.356 -1.356
H16 3.107 -0.905 -1.862
H17 5.142 -1.858 -2.694
H18 6.101 -1.139 -1.392
H19 5.841 -3.432 -0.620
H20 4.151 -3.468 -1.147
H21 3.850 -2.845 1.180
H22 5.338 -1.885 1.177
H23 0.087 -0.155 0.652
H24 0.689 0.681 2.095
H25 -1.290 -0.892 -1.876
H26 -3.182 -2.462 -1.400

HOMO level ... -8.811 eV
Calculated total energy ... -1510.16437 a.u.
LUMO level ... 0.739 eV

***

Copy entry 2 word for word.
This record from OMol25 describes a single C18H26N2O5S2 molecule. The level of theory is ωB97M-V/def2-TZVPD.

Geometry (Å):
O1 1.784 1.232 -2.240
S1 1.509 0.600 -0.986
O2 2.208 -0.594 -0.623
N1 1.771 1.683 0.222
C1 1.282 3.035 0.112
C2 2.409 4.061 0.317
C3 3.413 3.958 -0.801
C4 3.269 4.657 -1.919
C5 4.179 4.556 -3.103
C6 5.473 3.825 -2.760
C7 5.151 2.580 -1.943
C8 4.543 2.989 -0.605
C9 -0.256 0.269 -0.901
C10 -1.107 0.716 -1.893
C11 -2.470 0.471 -1.792
C12 -2.964 -0.223 -0.698
C13 -2.094 -0.662 0.284
S2 -2.736 -1.583 1.681
O3 -1.724 -1.603 2.699
O4 -4.033 -1.074 2.017
N2 -2.947 -3.074 0.947
C14 -4.112 -3.833 1.364
C15 -3.820 -4.590 2.661
O5 -2.686 -5.417 2.517
C16 -1.540 -4.661 2.190
C17 -1.747 -3.888 0.883
C18 -0.737 -0.421 0.195
H1 1.847 1.286 1.141
H2 0.898 3.134 -0.905
H3 0.465 3.214 0.823
H4 1.960 5.055 0.335
H5 2.890 3.876 1.279
H6 2.432 5.335 -2.029
H7 4.396 5.556 -3.489
H8 3.649 4.012 -3.891
H9 6.004 3.558 -3.676
H10 6.121 4.483 -2.175
H11 4.426 1.967 -2.481
H12 6.052 1.985 -1.779
H13 4.173 2.104 -0.084
H14 5.307 3.455 0.028
H15 -0.684 1.244 -2.733
H16 -3.141 0.818 -2.562
H17 -4.017 -0.423 -0.580
H18 -4.927 -3.125 1.506
H19 -4.358 -4.535 0.561
H20 -4.647 -5.251 2.925
H21 -3.656 -3.860 3.468
H22 -0.722 -5.376 2.092
H23 -1.316 -3.946 2.994
H24 -0.899 -3.232 0.689
H25 -1.865 -4.586 0.048
H26 -0.070 -0.766 0.969

HOMO level ... -8.764 eV
Calculated total energy ... -1983.53776 a.u.
LUMO level ... 0.197 eV